{
  "formula": "C44H36F5N4NiP2S",
  "method": "ωB97M-V with the def2-TZVPD basis set",
  "elements": ["Ni", "C", "C", "P", "C", "C", "C", "C", "C", "C", "C", "C", "C", "C", "C", "C", "C", "P", "C", "C", "C", "C", "C", "C", "C", "C", "C", "C", "C", "C", "H", "H", "H", "H", "H", "H", "H", "H", "H", "H", "H", "H", "H", "H", "H", "H", "H", "H", "H", "H", "H", "H", "H", "H", "H", "H", "N", "C", "C", "N", "C", "C", "N", "H", "H", "H", "H", "H", "N", "C", "C", "C", "C", "C", "C", "C", "H", "H", "H", "H", "H", "F", "C", "C", "F", "C", "F", "C", "S", "C", "F", "C", "F"],
  "xyz": [[11.48603, 15.15587, 11.06294], [12.83997, 18.14636, 8.67401], [13.60026, 17.86978, 9.96067], [14.53897, 19.16629, 10.71791], [15.16436, 18.53786, 12.28044], [16.39295, 17.94497, 12.34952], [16.88011, 17.45654, 13.62227], [16.02258, 17.43136, 14.71062], [14.84432, 18.16306, 14.70471], [14.37477, 18.68807, 13.48348], [16.03573, 19.50044, 9.74975], [16.93362, 20.50169, 10.11504], [18.09407, 20.76997, 9.41471], [18.32107, 20.03690, 8.28266], [17.47948, 18.97910, 7.90617], [16.30820, 18.78926, 8.57982], [12.16596, 16.94396, 8.02357], [10.88059, 16.14012, 9.08612], [9.62082, 17.39905, 9.28784], [9.10483, 17.44063, 10.59274], [7.99700, 18.28598, 10.85396], [7.63507, 19.26065, 9.87061], [8.34960, 19.23186, 8.65001], [9.26728, 18.31735, 8.31756], [10.32683, 14.83290, 7.87509], [9.00576, 14.77222, 7.56732], [8.51740, 13.74052, 6.86672], [9.29956, 12.74464, 6.37593], [10.66984, 12.73865, 6.66394], [11.19078, 13.83169, 7.40093], [13.68248, 18.50869, 8.04628], [12.23305, 18.98872, 8.83914], [14.32242, 17.14218, 9.87104], [13.03506, 17.44848, 10.77427], [17.02503, 17.74436, 11.53548], [17.78211, 16.86229, 13.52941], [16.44429, 16.99983, 15.63096], [14.16610, 18.22005, 15.56229], [13.52151, 19.28403, 13.51254], [16.80798, 21.02093, 11.06091], [18.83951, 21.45873, 9.86234], [19.26138, 20.19666, 7.67865], [17.73488, 18.39240, 7.07587], [15.63954, 17.98841, 8.26844], [12.85176, 16.11272, 7.82264], [11.74565, 17.24017, 7.07414], [9.51283, 16.73865, 11.28975], [7.66059, 18.22970, 11.85936], [7.07895, 20.14110, 10.11410], [8.18832, 20.02785, 7.93749], [9.69297, 18.41731, 7.32847], [8.33611, 15.55893, 7.94800], [7.41287, 13.61266, 6.73825], [8.79602, 11.92810, 5.83742], [11.26595, 11.86285, 6.25969], [12.23894, 13.85237, 7.54860], [13.86488, 23.97525, 11.87300], [13.35262, 22.78213, 11.55924], [14.10880, 21.84467, 10.90636], [13.59708, 20.52841, 10.87522], [12.26404, 20.31217, 11.18357], [11.59600, 21.32693, 11.81914], [12.15944, 22.51736, 12.06704], [14.57506, 24.35876, 11.21710], [13.32769, 24.67762, 12.38429], [15.00251, 22.08420, 10.33184], [11.88508, 19.29715, 11.12451], [10.54686, 21.24359, 11.97466], [11.55725, 13.32351, 10.41554], [11.74028, 12.26710, 9.99591], [11.96500, 10.94284, 9.59118], [10.88820, 10.18102, 9.03872], [11.08266, 8.84653, 8.73926], [12.29602, 8.24935, 8.92054], [13.38092, 8.98066, 9.38380], [13.22588, 10.30910, 9.70730], [9.91660, 10.63822, 8.91639], [10.29771, 8.20389, 8.35452], [12.42494, 7.20014, 8.73462], [14.29152, 8.46288, 9.49530], [14.06897, 10.94610, 10.07585], [15.90007, 14.00731, 16.27385], [14.96372, 14.47887, 15.44338], [15.18098, 14.63479, 14.08638], [16.33376, 14.25219, 13.57593], [14.17171, 15.24073, 13.30615], [14.33566, 15.20385, 11.93406], [13.02413, 15.77856, 13.82515], [11.73890, 16.53471, 12.86039], [12.89318, 15.60519, 15.19350], [11.87853, 16.14167, 15.84246], [13.77804, 14.96090, 15.97867], [13.60652, 14.92497, 17.31506]],
  "forces_ev_per_a": [[0.21, 0.18, -0.04], [2.62, -0.44, -0.43], [-1.51, 1.02, 0.61], [1.52, -0.19, -0.02], [-1.72, 0.96, 1.34], [0.75, -0.95, 2.98], [-1.54, -0.39, -2.51], [1.86, 0.66, 0.91], [-1.28, 0.04, -1.37], [2.79, -0.86, 0.07], [-0.45, 0.84, -0.57], [-0.04, 0.01, 1.41], [0.17, 0.34, 0.73], [1.87, -0.80, -1.55], [0.36, 1.84, 0.47], [-0.81, -1.09, 0.62], [-0.04, -0.10, 0.74], [1.00, -0.86, -0.65], [0.72, -0.82, 0.63], [-1.73, 0.70, -1.83], [1.57, 0.66, -1.31], [2.16, -1.55, 0.72], [-2.21, 2.19, 0.74], [0.61, -0.84, -0.16], [1.51, 0.62, 0.55], [-0.91, 2.01, 1.33], [-3.29, -1.27, -1.04], [0.74, -1.44, -0.14], [0.13, -0.02, -0.55], [-1.11, -0.99, -0.86], [-0.92, -0.06, -0.45], [-1.31, 0.88, -0.06], [1.92, -1.97, -0.61], [-0.80, -0.12, 0.54], [0.55, 0.13, -1.22], [0.11, 0.24, 0.63], [-0.60, 0.10, -0.32], [0.54, 0.08, -0.16], [-1.52, 0.69, -0.27], [-0.18, -0.03, -0.05], [-0.67, -0.34, -0.72], [-1.15, -0.15, 0.79], [0.21, -0.71, -1.03], [0.18, 0.14, -0.01], [0.25, 0.35, -0.01], [-0.24, 0.05, -0.31], [-0.16, -0.16, 0.60], [-0.84, 0.42, 0.57], [-0.79, -0.02, 0.07], [-0.34, 0.15, -0.02], [0.32, -0.51, 0.03], [0.23, -0.49, -0.20], [1.04, 0.47, -0.06], [0.58, 0.32, 0.20], [-0.38, 1.46, 0.73], [0.88, 0.14, 0.45], [1.77, 2.58, -0.90], [-0.30, -0.62, 0.95], [0.39, -0.58, -0.80], [0.54, -0.05, -0.82], [-0.90, 0.22, 1.25], [0.88, -0.37, -1.37], [-1.15, 0.30, 0.54], [-0.82, -0.40, 1.08], [-0.03, -0.72, -0.53], [-0.29, -0.29, 0.34], [-0.06, 0.21, -0.14], [-0.61, -0.23, 0.53], [0.18, -0.54, -0.12], [-0.04, 1.10, 0.77], [-0.36, -2.53, -1.31], [0.61, 0.75, 0.75], [-0.85, -0.14, -0.38], [0.93, 0.09, 0.38], [-0.88, 0.15, -0.15], [0.38, 1.80, 0.62], [-0.01, 0.06, -0.03], [-0.26, 0.43, 0.05], [-0.02, -0.29, -0.18], [1.11, -0.18, 0.20], [-0.72, -0.88, -0.30], [-0.08, -0.04, -0.43], [0.03, 0.20, 0.06], [-1.20, 0.33, 0.24], [0.53, -0.27, -0.60], [1.08, -0.91, -1.02], [0.16, 0.21, 1.03], [-0.55, -0.34, -0.55], [0.16, -0.12, 0.13], [-0.84, 0.70, -0.04], [-1.04, 0.44, 0.14], [1.40, -0.52, 1.25], [0.00, -0.08, -0.64]],
  "lowdin_spin": [0.915, 0.001, 0.000, 0.040, 0.015, 0.003, 0.001, 0.000, 0.000, 0.001, 0.000, 0.001, 0.000, 0.000, 0.000, 0.000, 0.003, 0.012, 0.005, -0.001, 0.000, 0.000, 0.000, 0.002, 0.000, 0.001, 0.000, 0.001, 0.000, 0.001, 0.000, 0.001, 0.000, 0.000, 0.000, 0.000, 0.000, 0.000, 0.000, 0.001, 0.000, 0.000, 0.000, 0.000, 0.000, 0.001, -0.002, 0.000, 0.000, 0.000, 0.000, 0.000, 0.000, 0.000, 0.000, 0.000, -0.020, 0.045, 0.277, 0.190, 0.152, 0.034, 0.233, -0.002, -0.001, 0.017, 0.008, -0.001, 0.020, 0.003, 0.000, 0.000, 0.000, 0.000, 0.000, 0.000, 0.000, 0.000, 0.000, 0.000, 0.000, 0.000, 0.000, 0.000, 0.000, 0.002, 0.003, 0.011, 0.022, 0.002, 0.000, 0.000, 0.000],
  "homo_ev": [-9.336, -9.828],
  "energy_ha": -5005.549659,
  "s2": 2.027,
  "charge": 1,
  "max_force_ev_per_a": 3.7,
  "gap_ev": [7.06, 7.04],
  "lumo_ev": [-2.3, -2.8],
  "spin_multiplicity": 3,
  "e_above_lowest_kcal_mol": 0.0
}